[1]
{
  "formula": "C40H38Cl5Ge2HgN7O2PS2",
  "method": "ωB97M-V with the def2-TZVPD basis set",
  "total_charge": -1,
  "homo_energy_ev": -5.269,
  "de_lowest_kcal_mol": 35.3,
  "multiplicity": 1,
  "species": ["Hg", "C", "N", "C", "C", "N", "C", "P", "C", "N", "C", "C", "N", "C", "C", "N", "C", "C", "N", "C", "H", "H", "H", "H", "H", "H", "H", "H", "H", "H", "H", "H", "H", "H", "H", "Cl", "C", "C", "C", "Cl", "C", "Cl", "C", "Cl", "C", "Cl", "O", "S", "O", "N", "C", "S", "C", "C", "C", "C", "C", "C", "H", "H", "H", "H", "C", "Ge", "C", "C", "Ge", "C", "C", "C", "C", "C", "C", "C", "C", "C", "C", "C", "C", "H", "H", "H", "H", "H", "H", "H", "H", "H", "H", "H", "H", "H", "H", "H", "H", "H", "H", "H"],
  "xyz": [[0.748, 0.393, -2.010], [-3.999, 1.134, 1.468], [-3.061, 1.531, 0.404], [-3.410, 2.194, -0.747], [-2.244, 2.311, -1.461], [-1.212, 1.698, -0.822], [-1.738, 1.189, 0.294], [-0.872, 0.450, 1.795], [-0.128, -1.121, 1.233], [0.803, -1.380, 0.319], [1.008, -2.733, 0.413], [0.233, -3.247, 1.421], [-0.543, -2.268, 1.895], [-1.562, -2.316, 2.915], [0.518, 1.594, 1.760], [1.624, 1.634, 1.017], [2.462, 2.561, 1.624], [1.893, 3.116, 2.713], [0.635, 2.540, 2.770], [-0.371, 3.004, 3.677], [-3.804, 1.505, 2.435], [-4.994, 1.450, 1.163], [-3.983, -0.038, 1.541], [-4.374, 2.475, -0.998], [-2.255, 2.792, -2.416], [1.669, -3.252, -0.295], [0.102, -4.300, 1.595], [-2.528, -1.959, 2.494], [-1.668, -3.279, 3.394], [-1.338, -1.629, 3.757], [3.348, 2.867, 1.087], [2.095, 3.821, 3.509], [0.069, 3.573, 4.538], [-1.138, 3.588, 3.233], [-0.947, 2.108, 3.980], [3.733, -0.213, -1.513], [3.535, 1.499, -1.662], [2.270, 1.942, -1.881], [2.052, 3.320, -2.047], [0.464, 3.880, -2.276], [3.064, 4.261, -2.066], [2.807, 5.991, -2.226], [4.380, 3.774, -2.014], [5.696, 4.850, -2.174], [4.589, 2.438, -1.630], [6.175, 1.803, -1.276], [2.673, 2.496, 8.133], [2.255, 2.685, 6.745], [1.929, 3.996, 6.341], [0.985, 1.734, 6.226], [1.404, 0.836, 5.385], [0.494, -0.358, 4.581], [2.876, 0.945, 5.024], [3.494, 0.140, 4.104], [4.820, 0.291, 4.022], [5.561, 1.181, 4.794], [4.929, 2.047, 5.638], [3.550, 1.939, 5.700], [2.940, -0.559, 3.569], [5.435, -0.263, 3.317], [6.650, 1.144, 4.729], [5.569, 2.825, 6.072], [-2.275, 1.079, -5.113], [-1.665, -0.830, -4.923], [-0.193, -0.996, -6.193], [-3.101, -1.927, -5.589], [-0.917, -1.325, -2.661], [-0.220, -3.176, -2.602], [-1.147, -4.217, -2.567], [-0.703, -5.493, -2.301], [0.675, -5.756, -2.323], [1.601, -4.807, -2.593], [1.137, -3.485, -2.646], [-2.508, -1.343, -1.601], [-3.606, -0.557, -2.022], [-4.865, -0.650, -1.415], [-5.028, -1.470, -0.290], [-3.887, -2.273, 0.120], [-2.676, -2.190, -0.544], [-2.310, 1.274, -6.180], [-1.525, 1.742, -4.669], [-3.242, 1.330, -4.671], [0.614, -0.370, -5.774], [-0.496, -0.642, -7.172], [0.178, -2.020, -6.258], [-4.072, -1.711, -5.133], [-2.756, -2.924, -5.298], [-3.288, -1.726, -6.642], [-2.216, -4.017, -2.602], [-1.456, -6.311, -2.242], [0.985, -6.757, -2.289], [2.705, -4.959, -2.682], [1.900, -2.704, -2.619], [-3.465, 0.104, -2.865], [-5.646, -0.061, -1.867], [-5.957, -1.634, 0.189], [-4.086, -3.000, 0.920], [-1.858, -2.828, -0.194]]
}

***

[2]
{
  "formula": "C4H9N3O2S",
  "method": "ωB97M-V with the def2-TZVPD basis set",
  "homo_energy_ev": [-9.193, -9.073],
  "de_lowest_kcal_mol": 132.8,
  "multiplicity": 1,
  "species": ["C", "C", "C", "C", "N", "N", "N", "O", "O", "S", "H", "H", "H", "H", "H", "H", "H", "H", "H"],
  "xyz": [[1.614, 0.389, -0.084], [2.142, -0.811, 0.845], [0.167, -0.033, -0.114], [-1.139, 1.394, 1.381], [0.971, -1.527, 1.261], [-0.035, -1.191, 0.602], [-2.197, -0.918, -1.194], [-1.415, 1.353, -1.732], [-0.158, -0.464, -2.659], [-0.862, 0.055, -1.553], [1.740, 1.316, 0.227], [1.814, 0.327, -1.108], [2.764, -1.554, 0.162], [2.682, -0.502, 1.691], [-1.615, 0.676, 1.905], [-1.570, 1.898, 0.546], [-0.391, 2.092, 1.568], [-1.989, -1.880, -1.423], [-2.522, -0.621, -0.322]]
}

***

[3]
{
  "formula": "C45H38MnN6O4P",
  "method": "ωB97M-V with the def2-TZVPD basis set",
  "total_charge": 3,
  "homo_energy_ev": [-10.994, -15.140],
  "de_lowest_kcal_mol": 38.7,
  "multiplicity": 6,
  "species": ["Mn", "O", "C", "O", "C", "C", "C", "C", "C", "C", "N", "C", "C", "C", "C", "C", "C", "N", "H", "H", "H", "H", "H", "H", "H", "H", "H", "H", "C", "C", "N", "C", "C", "C", "C", "C", "C", "C", "C", "C", "N", "C", "H", "H", "H", "H", "H", "H", "H", "H", "O", "N", "C", "C", "N", "O", "H", "H", "H", "H", "H", "C", "C", "C", "C", "C", "C", "P", "C", "C", "C", "C", "C", "C", "C", "C", "C", "C", "C", "C", "H", "H", "H", "H", "H", "H", "H", "H", "H", "H", "H", "H", "H", "H", "H"],
  "xyz": [[-3.024, 0.651, 2.210], [4.595, -1.599, 1.058], [3.349, -1.633, 0.531], [3.135, -1.931, -0.617], [2.309, -1.118, 1.417], [2.579, -0.179, 2.494], [1.493, 0.505, 3.149], [0.235, 0.156, 2.690], [0.031, -0.783, 1.717], [1.047, -1.437, 1.057], [-0.928, 0.780, 3.317], [-0.946, 1.581, 4.338], [-2.209, 2.229, 4.655], [-2.369, 2.905, 5.907], [-3.637, 3.383, 6.305], [-4.630, 3.382, 5.288], [-4.378, 2.807, 4.103], [-3.219, 2.138, 3.765], [4.460, -1.846, 2.000], [3.649, 0.099, 2.684], [1.699, 1.188, 3.936], [-0.988, -1.021, 1.395], [0.889, -2.250, 0.383], [-0.068, 1.806, 4.928], [-1.565, 2.867, 6.662], [-3.864, 3.672, 7.274], [-5.672, 3.741, 5.482], [-5.227, 2.683, 3.349], [-3.661, -2.838, 4.829], [-3.063, -1.836, 4.058], [-3.681, -1.188, 3.113], [-4.943, -1.565, 2.746], [-5.573, -2.635, 3.361], [-4.884, -3.269, 4.440], [-6.906, -3.019, 2.965], [-7.601, -2.354, 2.021], [-7.018, -1.164, 1.440], [-7.707, -0.311, 0.530], [-7.114, 0.844, 0.126], [-5.881, 1.199, 0.596], [-5.139, 0.410, 1.410], [-5.735, -0.710, 1.845], [-3.076, -3.166, 5.696], [-2.035, -1.607, 4.310], [-5.351, -3.978, 5.136], [-7.231, -3.986, 3.275], [-8.503, -2.799, 1.690], [-8.667, -0.670, 0.204], [-7.515, 1.576, -0.590], [-5.397, 2.090, 0.247], [-12.420, -7.077, -9.173], [-11.903, -6.429, -9.952], [-1.376, 2.488, 0.070], [-1.826, 1.166, -0.499], [-1.687, 0.924, -1.863], [-2.362, 0.313, 0.222], [-0.949, 3.203, -0.612], [-0.621, 2.227, 0.851], [-2.273, 2.951, 0.536], [-1.471, 1.722, -2.468], [-2.121, 0.089, -2.177], [1.713, 2.491, -4.997], [2.729, 3.072, -4.229], [3.692, 2.295, -3.678], [3.751, 0.891, -3.931], [2.636, 0.306, -4.582], [1.637, 1.117, -5.115], [5.018, -0.091, -3.252], [5.747, -1.313, -4.306], [6.276, -2.480, -3.801], [6.797, -3.406, -4.703], [6.853, -3.143, -6.076], [6.331, -1.964, -6.549], [5.779, -0.999, -5.685], [6.049, 0.626, -2.073], [7.387, 0.216, -1.834], [8.133, 0.668, -0.763], [7.534, 1.520, 0.155], [6.164, 1.929, -0.019], [5.464, 1.432, -1.053], [0.964, 3.144, -5.443], [2.643, 4.114, -4.117], [4.456, 2.734, -3.138], [2.501, -0.741, -4.820], [0.828, 0.743, -5.744], [6.311, -2.633, -2.753], [7.327, -4.236, -4.272], [7.298, -3.884, -6.757], [6.371, -1.776, -7.593], [5.410, -0.120, -6.195], [7.854, -0.445, -2.536], [9.149, 0.353, -0.574], [8.070, 1.933, 0.997], [5.664, 2.588, 0.699], [4.405, 1.685, -1.119]]
}

***

[4]
{
  "formula": "C24H40N8O8",
  "method": "ωB97M-V with the def2-TZVPD basis set",
  "homo_energy_ev": -8.527,
  "multiplicity": 1,
  "species": ["N", "C", "C", "C", "C", "C", "C", "C", "O", "N", "N", "C", "O", "C", "O", "H", "H", "H", "H", "H", "C", "N", "C", "C", "O", "H", "H", "H", "H", "H", "H", "H", "C", "N", "C", "C", "O", "H", "H", "H", "H", "H", "H", "H", "C", "N", "C", "C", "O", "H", "H", "H", "H", "H", "H", "H", "C", "N", "C", "C", "O", "H", "H", "H", "H", "H", "H", "H", "C", "N", "C", "C", "O", "H", "H", "H", "H", "H", "H", "H"],
  "xyz": [[3.223, -3.264, 1.085], [1.855, -3.537, 0.659], [1.476, -3.984, -0.709], [0.063, -4.240, -1.133], [-0.974, -3.990, -0.118], [-0.591, -3.534, 1.267], [0.794, -3.298, 1.692], [-1.959, -3.365, 2.014], [-2.144, -3.365, 3.202], [-2.942, -3.271, 0.953], [-3.549, -2.026, 0.698], [-2.718, -1.172, 0.259], [-1.757, -0.557, 0.035], [-2.538, -4.095, -0.175], [-3.266, -4.709, -0.904], [3.448, -2.311, 0.765], [3.861, -3.939, 0.660], [2.294, -4.146, -1.457], [-0.228, -4.579, -2.155], [1.000, -2.930, 2.741], [-5.019, -0.772, -3.662], [-6.289, -0.941, -2.982], [-6.326, -1.680, -1.733], [-7.442, -0.432, -3.476], [-8.538, -0.537, -2.956], [-4.609, -1.756, -3.905], [-4.327, -0.243, -3.000], [-5.143, -0.199, -4.584], [-6.995, -2.536, -1.842], [-6.715, -1.031, -0.945], [-5.329, -2.026, -1.464], [-7.302, 0.109, -4.427], [5.955, 1.729, 0.647], [6.015, 0.303, 0.387], [7.151, -0.457, 0.875], [5.044, -0.342, -0.297], [5.033, -1.537, -0.548], [6.829, 2.212, 0.201], [5.962, 1.895, 1.726], [5.054, 2.166, 0.226], [7.659, -0.927, 0.030], [6.797, -1.240, 1.549], [7.846, 0.195, 1.403], [4.229, 0.325, -0.622], [3.174, 5.111, 4.189], [3.495, 4.209, 3.101], [3.426, 2.777, 3.333], [3.856, 4.660, 1.874], [4.137, 3.958, 0.920], [3.858, 4.927, 5.021], [2.148, 4.927, 4.517], [3.267, 6.150, 3.874], [4.405, 2.335, 3.144], [2.705, 2.335, 2.642], [3.123, 2.572, 4.359], [3.874, 5.760, 1.807], [0.649, 0.415, 7.215], [1.211, -0.208, 6.034], [2.627, -0.526, 6.013], [0.458, -0.504, 4.946], [0.872, -1.025, 3.928], [1.153, 1.369, 7.393], [0.802, -0.242, 8.075], [-0.419, 0.595, 7.090], [3.102, 0.002, 5.182], [2.753, -1.600, 5.860], [3.098, -0.231, 6.950], [-0.601, -0.224, 5.063], [-4.897, 3.400, -8.158], [-4.442, 2.127, -7.635], [-3.064, 1.727, -7.855], [-5.262, 1.297, -6.947], [-4.940, 0.217, -6.484], [-4.772, 3.407, -9.243], [-4.298, 4.202, -7.719], [-5.947, 3.567, -7.919], [-3.047, 0.785, -8.406], [-2.576, 1.576, -6.890], [-2.532, 2.492, -8.419], [-6.285, 1.692, -6.836]]
}

***

[5]
{
  "formula": "C29H37N7S2Tc",
  "method": "ωB97M-V with the def2-TZVPD basis set",
  "total_charge": 4,
  "homo_energy_ev": [-17.629, -17.611],
  "multiplicity": 4,
  "species": ["Tc", "C", "C", "C", "C", "C", "C", "C", "H", "H", "H", "H", "H", "H", "H", "H", "S", "C", "N", "C", "C", "N", "C", "C", "C", "C", "C", "C", "C", "C", "S", "C", "C", "C", "C", "C", "C", "C", "H", "H", "H", "H", "H", "H", "H", "H", "H", "H", "H", "H", "H", "H", "H", "H", "H", "H", "C", "N", "C", "C", "N", "N", "C", "N", "N", "H", "H", "H", "H", "H", "H", "H", "H", "H", "H", "H"],
  "xyz": [[0.205, -0.271, 0.013], [-2.724, 2.379, -1.326], [-2.643, 0.989, -0.766], [-3.282, -0.081, -1.408], [-3.269, -1.359, -0.873], [-2.615, -1.619, 0.333], [-2.030, -0.560, 1.028], [-2.023, 0.737, 0.469], [-3.760, 2.726, -1.296], [-2.414, 2.409, -2.372], [-2.128, 3.088, -0.753], [-3.825, 0.110, -2.327], [-3.796, -2.159, -1.378], [-2.649, -2.608, 0.773], [-1.749, -0.692, 2.065], [-1.715, 1.581, 1.077], [2.400, -1.020, -0.571], [2.365, -1.619, -2.172], [3.438, -1.877, -2.840], [3.355, -2.413, -4.211], [2.200, -3.364, -4.297], [0.966, -2.680, -3.839], [-0.292, -3.138, -4.473], [-0.390, -2.778, -5.932], [-0.369, -1.397, -6.336], [-0.524, -1.051, -7.648], [-0.700, -2.071, -8.602], [-0.733, -3.449, -8.203], [-0.569, -3.787, -6.880], [1.019, -1.855, -2.827], [-0.355, -1.070, -2.204], [4.830, -1.716, -2.316], [5.480, -3.071, -2.211], [4.971, -4.032, -1.340], [5.563, -5.282, -1.271], [6.675, -5.569, -2.058], [7.183, -4.613, -2.921], [6.586, -3.361, -3.000], [4.284, -2.946, -4.409], [3.269, -1.578, -4.909], [2.357, -4.250, -3.677], [2.055, -3.681, -5.328], [-1.130, -2.710, -3.923], [-0.325, -4.222, -4.359], [-0.234, -0.627, -5.583], [-0.518, -0.016, -7.960], [-0.804, -1.822, -9.651], [-0.895, -4.213, -8.953], [-0.600, -4.827, -6.578], [4.785, -1.181, -1.373], [5.356, -1.096, -3.044], [4.123, -3.800, -0.699], [5.178, -6.029, -0.590], [7.151, -6.537, -1.985], [8.049, -4.836, -3.530], [6.999, -2.610, -3.666], [1.721, -1.453, 4.404], [2.185, -0.182, 3.819], [3.080, 0.661, 4.640], [1.699, 0.229, 2.665], [0.762, -0.415, 1.977], [2.182, 1.435, 2.178], [1.748, 2.131, 1.080], [2.195, 3.376, 0.973], [0.949, 1.595, 0.180], [2.457, -1.785, 5.129], [1.652, -2.225, 3.638], [0.761, -1.326, 4.908], [3.373, 0.091, 5.516], [2.569, 1.561, 4.988], [3.995, 0.907, 4.098], [0.379, -1.198, 2.492], [2.835, 1.919, 2.777], [2.760, 3.816, 1.684], [1.959, 3.951, 0.178], [0.689, 2.241, -0.559]]
}

***

[6]
{
  "formula": "C4H7ClN2",
  "method": "ωB97M-V with the def2-TZVPD basis set",
  "homo_energy_ev": -9.469,
  "de_lowest_kcal_mol": 129.2,
  "multiplicity": 1,
  "species": ["Cl", "C", "N", "N", "H", "C", "C", "C", "H", "H", "H", "H", "H", "H"],
  "xyz": [[-0.383, -1.461, -2.679], [-1.261, -0.038, -2.396], [-1.658, 0.783, -1.503], [-1.852, 0.979, -3.094], [-1.367, 1.875, -3.437], [-0.382, 0.602, 1.430], [0.604, -0.091, 0.927], [1.629, -0.887, 1.669], [-1.072, 1.048, 0.885], [-0.419, 0.637, 2.620], [0.525, -0.305, -0.078], [1.672, -0.553, 2.724], [2.584, -0.583, 1.267], [1.380, -2.005, 1.666]]
}

***

[7]
{
  "formula": "C4H14O3",
  "method": "ωB97M-V with the def2-TZVPD basis set",
  "homo_energy_ev": -9.205,
  "de_lowest_kcal_mol": 30.4,
  "multiplicity": 1,
  "species": ["C", "C", "C", "C", "H", "H", "H", "H", "H", "H", "H", "H", "O", "H", "H", "O", "H", "H", "O", "H", "H"],
  "xyz": [[1.398, -0.829, -2.127], [0.274, 0.157, -2.028], [0.313, 1.264, -1.300], [-0.770, 2.308, -1.297], [1.023, -1.842, -2.216], [2.028, -0.600, -2.989], [2.034, -0.739, -1.254], [-0.455, 0.196, -2.830], [1.130, 1.450, -0.611], [-0.466, 3.206, -0.782], [-1.086, 2.479, -2.327], [-1.671, 1.911, -0.825], [0.736, -1.074, 1.411], [0.735, -1.046, 2.376], [-0.178, -0.942, 1.139], [0.475, 0.770, 4.791], [0.826, 1.663, 4.870], [-0.322, 0.816, 4.253], [-2.179, -3.392, 0.681], [-1.383, -3.257, 0.155], [-2.461, -2.498, 0.908]]
}

***

[8]
{
  "formula": "C7H17NSi",
  "method": "ωB97M-V with the def2-TZVPD basis set",
  "homo_energy_ev": -8.711,
  "de_lowest_kcal_mol": 62.8,
  "multiplicity": 1,
  "species": ["C", "C", "C", "C", "C", "C", "C", "N", "Si", "H", "H", "H", "H", "H", "H", "H", "H", "H", "H", "H", "H", "H", "H", "H", "H", "H"],
  "xyz": [[-1.948, 0.561, -1.032], [-1.179, -0.714, -0.941], [-1.607, -1.719, 0.207], [-0.934, -1.510, -2.192], [1.377, -0.728, 1.594], [-0.035, 2.139, 1.419], [2.576, 1.320, -0.143], [-0.004, 0.192, -0.803], [0.867, 0.813, 0.524], [-2.193, 0.920, -2.013], [-2.165, 1.083, -0.127], [-1.262, -2.735, 0.058], [-2.703, -1.665, 0.279], [-1.121, -1.333, 1.044], [-1.855, -1.744, -2.735], [-0.337, -2.444, -1.831], [-0.217, -1.113, -2.903], [1.881, -0.396, 2.538], [0.487, -1.330, 1.824], [2.112, -1.308, 1.047], [-0.620, 2.721, 0.730], [-0.461, 1.721, 2.331], [0.664, 2.939, 1.778], [3.037, 0.617, -0.795], [2.531, 2.353, -0.570], [3.110, 1.360, 0.712]]
}